*a*
The molecule CH2O3S2, computed with ωB97M-V/def2-TZVPD.

Structure (ORCA input):
```
! wB97M-V def2-TZVPD RIJCOSX def2/J DEFGRID3
* xyz 0 1
S 0.669 -1.314 -0.715
S -1.095 1.434 -0.429
O 1.276 0.586 1.158
O -0.352 -1.088 0.700
O -0.136 -1.211 -1.868
C 0.382 0.076 0.324
H 0.987 0.843 2.101
H -1.730 0.674 -1.270
*
```

As for the gap between HOMO and LUMO: 9.3088 eV. The HOMO energy comes out at -9.5 eV. As for the lowest unoccupied orbital energy: -0.2 eV.

=====

*b*
A 2-piece molecular cluster, CH2O3S2 overall, computed with ωB97M-V/def2-TZVPD.

Structure (ORCA input):
```
! wB97M-V def2-TZVPD RIJCOSX def2/J DEFGRID3
* xyz 0 1
S 1.150 1.373 -0.369
S -2.111 -0.513 -0.371
O -0.942 -1.251 -0.738
O 0.557 -0.538 1.164
O -2.123 0.868 -0.122
C 0.503 0.721 1.089
H 1.158 -1.055 0.479
H 1.808 0.394 -1.131
*
```

As for the gap between HOMO and LUMO: 8.1534 eV. The HOMO energy comes out at -9.1 eV. As for the lowest unoccupied orbital energy: -0.9 eV.

=====

Winner for stability: *a*

=====

*a*
A 11-piece molecular cluster, H20NO13 overall, computed with ωB97M-V/def2-TZVPD.

Structure (ORCA input):
```
! wB97M-V def2-TZVPD RIJCOSX def2/J DEFGRID3
* xyz -1 1
O 15.729 -34.128 20.465
O 12.269 -28.687 22.322
O 13.429 -35.531 21.053
O 10.485 -32.254 22.763
O 12.405 -30.002 25.715
O 13.952 -35.398 24.034
O 14.295 -32.859 23.825
O 16.204 -29.653 22.428
O 14.495 -32.075 21.962
O 16.598 -35.724 23.108
O 16.519 -32.417 25.772
O 13.002 -31.420 19.686
O 13.127 -31.093 23.374
N 14.072 -31.968 23.111
H 12.828 -30.422 24.891
H 15.467 -30.130 22.184
H 15.622 -35.289 23.196
H 13.183 -29.566 26.155
H 16.464 -34.047 21.045
H 12.127 -29.076 21.382
H 16.527 -31.677 26.474
H 13.717 -31.426 20.464
H 16.181 -28.773 21.992
H 13.948 -34.592 20.999
H 13.787 -34.525 24.012
H 9.868 -31.790 23.223
H 11.330 -31.841 23.012
H 15.656 -32.658 25.621
H 15.107 -33.400 20.835
H 17.152 -35.259 23.668
H 12.688 -32.347 19.254
H 12.948 -29.300 22.443
H 14.036 -36.336 20.947
H 13.278 -35.846 23.612
*
```

As for the gap between HOMO and LUMO: 10.5417 eV. The HOMO energy comes out at -7.7 eV. As for the lowest unoccupied orbital energy: 2.9 eV.

=====

*b*
A 11-piece molecular cluster, H20NO13 overall, computed with ωB97M-V/def2-TZVPD.

Structure (ORCA input):
```
! wB97M-V def2-TZVPD RIJCOSX def2/J DEFGRID3
* xyz -1 1
O -0.594 -0.855 -1.108
O -0.491 -3.433 -2.122
O 1.371 0.524 -2.697
O 0.391 -3.004 0.880
O -0.451 2.188 2.540
O -0.598 0.030 0.827
O -2.092 0.587 -0.624
O 0.054 -1.204 3.054
O 1.437 2.011 0.570
O 2.038 -1.095 -0.416
O -2.234 -0.023 -3.422
O -2.316 3.273 -0.700
O 2.224 0.190 2.412
N -1.165 -0.128 -0.258
H -2.275 2.337 -0.748
H -0.489 -2.540 -1.801
H -1.911 -0.928 -3.250
H -0.620 2.013 3.465
H 0.948 2.409 -0.100
H 1.888 0.733 1.686
H 1.541 -0.669 0.300
H 1.219 1.363 -2.252
H 0.892 -0.742 3.008
H 2.803 -0.544 -0.621
H 0.433 -3.570 -2.331
H -3.099 3.437 -1.183
H -0.569 -0.824 2.371
H 2.686 -0.638 2.122
H -0.808 1.512 1.923
H 0.817 0.001 -2.102
H 0.578 -2.395 0.162
H 0.098 -2.458 1.673
H -2.511 0.355 -2.602
H 0.806 2.090 1.343
*
```

As for the gap between HOMO and LUMO: 10.0334 eV. The HOMO energy comes out at -7.1 eV. As for the lowest unoccupied orbital energy: 2.9 eV.

=====

Winner for stability: *b*

=====

*a*
C33H31AsBrIN5O7STi as an isolated structure, computed with ωB97M-V/def2-TZVPD.

Structure (ORCA input):
```
! wB97M-V def2-TZVPD RIJCOSX def2/J DEFGRID3
* xyz -1 1
I -0.158 -6.258 1.392
Br -7.026 1.355 2.935
As 1.009 -2.452 -1.954
Ti -0.306 -0.109 0.428
S 2.590 0.748 -0.907
O -1.445 -1.312 1.212
O 3.514 -0.064 -0.133
O 2.194 0.100 -2.159
O 0.154 -1.504 -0.855
O 1.257 0.800 -0.039
O -1.220 1.313 1.421
O 2.981 2.129 -1.070
N -0.386 2.146 -2.359
N 1.163 1.217 2.802
N -1.889 -1.672 3.419
N -1.931 0.385 -0.977
N 1.197 -1.344 1.865
C -5.194 1.343 2.435
C 3.512 1.124 3.321
C -2.980 -3.011 1.698
C -2.486 1.314 1.738
C 1.128 -2.655 1.692
C -0.862 1.042 -4.477
C -3.473 0.900 0.823
C 0.669 2.881 -4.382
C -0.988 1.165 -3.078
C 0.015 1.947 -5.123
C 3.486 2.493 3.626
C 2.299 -0.844 2.475
C -1.813 0.239 -2.383
C -4.830 0.933 1.182
C -1.597 0.045 -5.162
C 4.614 -1.022 3.264
C -2.401 -0.816 -4.469
C 0.954 -1.885 -3.780
C 2.310 3.188 3.501
C 2.147 -3.541 2.062
C 4.677 0.304 3.488
C -2.136 -2.048 2.083
C -4.229 1.771 3.353
C 1.161 2.494 3.097
C 3.414 -1.638 2.772
C 2.804 -2.827 -1.425
C 0.420 2.953 -2.989
C -3.119 0.601 -0.536
C -2.901 1.774 3.004
C 2.319 0.548 2.864
C -2.499 -0.730 -3.064
C 3.312 -3.021 2.556
C 0.063 -4.109 -1.963
H -2.956 -1.586 -4.990
H 4.153 -3.662 2.796
H -0.979 -3.903 -2.210
H 5.594 0.769 3.829
H 0.494 -4.773 -2.713
H 0.931 3.693 -2.385
H 1.542 -2.615 -4.340
H -3.459 -3.646 2.429
H -1.981 -2.446 4.060
H -3.940 0.617 -1.258
H 0.092 -4.595 -0.982
H -0.076 -1.915 -4.121
H 4.394 2.984 3.954
H 1.369 3.571 -4.834
H 0.207 3.003 2.998
H 3.434 -1.968 -1.633
H -3.039 -3.284 0.656
H -5.579 0.621 0.465
H 2.257 4.247 3.714
H 1.977 -4.599 1.901
H 5.479 -1.654 3.429
H 3.111 -3.720 -1.971
H -3.103 -1.440 -2.512
H 0.240 -3.054 1.218
H -2.139 2.090 3.705
H -4.534 2.097 4.338
H -1.503 -0.029 -6.240
H 2.815 -3.032 -0.357
H 1.379 -0.894 -3.869
H 0.157 1.873 -6.195
H -0.972 -1.248 3.513
*
```

As for the gap between HOMO and LUMO: 6.0082 eV. The HOMO energy comes out at -4.3 eV. As for the lowest unoccupied orbital energy: 1.7 eV.

=====

*b*
C33H31AsBrIN5O7STi as an isolated structure, computed with ωB97M-V/def2-TZVPD.

Structure (ORCA input):
```
! wB97M-V def2-TZVPD RIJCOSX def2/J DEFGRID3
* xyz -1 1
I -1.014 6.342 2.396
Br 1.655 2.227 6.413
As -0.204 -1.179 -3.061
Ti -0.831 1.021 -0.582
S -3.320 0.494 -2.414
O -2.565 0.287 -1.063
O -0.812 2.437 -1.642
O 0.584 1.430 0.549
O -4.276 -0.590 -2.510
O -3.879 1.829 -2.413
O 0.061 -0.306 -1.635
O -2.244 0.364 -3.440
N 2.212 -0.879 0.769
N 4.136 -0.908 -1.190
N -1.263 3.214 -3.733
N -1.247 -0.562 1.022
N -2.126 1.970 0.969
C -0.710 4.754 -1.922
C -3.385 3.771 1.898
C -2.051 -0.163 2.029
C -3.716 0.767 4.085
C -2.521 1.191 2.003
C 3.722 -4.553 -0.631
C -0.824 -1.804 0.996
C 2.829 -4.524 0.398
C -2.438 -1.018 3.070
C 2.764 -2.093 0.376
C -0.943 3.536 -2.417
C 0.090 -0.160 -4.654
C 1.356 1.991 4.550
C 1.593 0.633 2.567
C -3.353 1.655 3.019
C 1.804 0.845 3.936
C -3.282 -0.512 4.112
C 5.506 -2.095 -2.764
C -3.791 2.993 2.941
C 5.103 -3.299 -2.266
C 1.322 -2.361 -3.020
C 0.709 2.980 3.818
C 4.184 -3.337 -1.194
C 0.485 2.780 2.470
C -1.176 -2.740 1.978
C 2.195 -0.568 2.000
C 4.989 -0.918 -2.179
C 2.348 -3.295 0.901
C 0.883 1.601 1.829
C -1.975 -2.343 3.018
C -2.542 3.218 0.916
C -1.658 -2.424 -2.960
C 3.719 -2.100 -0.693
H 4.085 -5.492 -1.032
H 5.304 0.052 -2.552
H 2.342 0.098 4.507
H 1.618 -3.288 1.701
H -0.569 -0.537 -5.433
H -1.367 -3.319 -3.510
H -3.562 -1.177 4.919
H 2.679 -1.223 2.741
H -4.420 3.396 3.726
H -0.153 0.879 -4.446
H 1.273 -2.999 -2.137
H 0.374 3.909 4.263
H -2.262 -3.039 3.797
H -1.927 2.443 -3.770
H -1.606 4.019 -4.236
H -1.771 -2.665 -1.902
H -0.382 4.900 -0.904
H -0.004 3.569 1.911
H 2.226 -1.754 -2.972
H 5.473 -4.230 -2.679
H -0.169 -2.065 0.174
H 6.205 -2.028 -3.586
H -2.585 -1.992 -3.323
H 2.472 -5.448 0.835
H 1.339 -2.983 -3.917
H -0.851 5.623 -2.549
H -0.814 -3.756 1.899
H 1.135 -0.282 -4.939
H -4.350 1.150 4.875
H -2.199 3.821 0.085
H -3.639 4.817 1.813
*
```

As for the gap between HOMO and LUMO: 5.8017 eV. The HOMO energy comes out at -4.3 eV. As for the lowest unoccupied orbital energy: 1.5 eV.

=====

Winner for stability: *b*

=====

*a*
The molecule C7H10N4O2, computed with ωB97M-V/def2-TZVPD.

Structure (ORCA input):
```
! wB97M-V def2-TZVPD RIJCOSX def2/J DEFGRID3
* xyz 0 1
O 3.188 -0.854 1.254
O 2.995 0.940 -0.221
N -0.395 0.052 0.043
N 1.712 1.048 -0.176
N 3.545 -0.372 0.209
N -1.076 -1.126 0.125
C -0.646 2.463 -0.008
C -3.377 -1.914 0.220
C -1.252 1.106 0.025
C 4.439 -0.908 -0.489
C -2.547 0.662 0.065
C 0.943 0.074 -0.018
C -2.375 -0.767 0.098
H 0.359 2.510 0.478
H 4.683 -0.517 -1.484
H -1.292 3.306 0.257
H -4.356 -1.658 -0.371
H -3.750 -2.109 1.244
H 4.835 -1.881 -0.227
H 1.300 -0.923 0.200
H -2.977 -2.838 -0.045
H -0.451 2.509 -1.147
H -3.506 1.196 -0.032
*
```

As for the gap between HOMO and LUMO: 9.6840 eV. The HOMO energy comes out at -8.9 eV. As for the SMILES: C=[N+]([O-])O/N=C/n1nc(C)cc1C. As for the lowest unoccupied orbital energy: 0.7 eV.

=====

*b*
The molecule C7H10N4O2, computed with ωB97M-V/def2-TZVPD.

Structure (ORCA input):
```
! wB97M-V def2-TZVPD RIJCOSX def2/J DEFGRID3
* xyz 0 1
O 2.865 -2.132 0.074
O 1.542 3.093 -0.118
N 1.257 -0.939 -1.128
N 0.962 -1.288 1.015
N 0.465 1.299 -1.056
N 0.843 1.283 1.147
C 0.096 -0.252 0.811
C 0.131 -0.080 -0.782
C 1.000 1.989 0.015
C -1.262 -0.401 -1.269
C -1.360 -0.350 1.244
C 1.836 -1.516 -0.020
C -2.119 -0.041 -0.077
H -2.152 1.023 0.008
H -1.498 -1.311 1.785
H -2.965 -0.592 -0.202
H 1.759 -0.725 -1.908
H -1.264 -1.456 -1.343
H -1.671 0.494 1.958
H 1.176 -1.552 1.996
H 0.783 1.666 -1.923
H 1.114 1.799 2.005
H -1.539 -0.013 -2.231
*
```

As for the gap between HOMO and LUMO: 10.1580 eV. The HOMO energy comes out at -9.5 eV. As for the SMILES: O=C1N[C@]23CCC[C@]2(NC(=O)N3)N1. As for the lowest unoccupied orbital energy: 0.6 eV.

=====

Winner for stability: *b*